Entry P
Computed, not measured: C4H6 in the gas phase, with wB97M-V/def2-TZVPD.

The value obtained for the gap between HOMO and LUMO (spin up / spin down) is 0.2996 / 0.3372 Ha. The value obtained for the LUMO energy (spin up / spin down) is -0.0121 / 0.0079 Eh. As for the HOMO energy (spin up / spin down): -8.5 / -9.0 eV. As for the molecular weight: 54.1 g/mol.

Last column: Löwdin charge in e.
Element x y z (Å)
C 0.770 0.615 -0.824  0.007
C -0.094 0.928 0.312  -0.326
C -0.350 -0.334 1.060  -0.051
C -0.673 -1.448 0.453  -0.059
H 1.493 1.355 -1.155  0.048
H -0.616 -1.377 -0.658  0.067
H 1.068 -0.406 -1.021  0.040
H 0.462 1.705 0.862  0.110
H -1.078 1.360 0.103  0.116
H -0.983 -2.399 0.868  0.047

=====

Entry Q
Computed, not measured: C4H6 in the gas phase, with wB97M-V/def2-TZVPD.

As for the SMILES: C=CC=C. The value obtained for the gap between HOMO and LUMO is 0.3578 Ha. The value obtained for the LUMO energy is 0.0318 Eh. As for the HOMO energy: -8.9 eV. As for the molecular weight: 54.1 g/mol.

Last column: Löwdin charge in e.
Element x y z (Å)
C 0.033 0.189 -1.827  0.016
C -0.492 -0.172 -0.617  -0.171
C 0.351 -0.030 0.629  -0.233
C -0.066 -0.139 1.867  -0.028
H 1.090 0.409 -1.797  0.051
H -0.529 0.113 -2.703  0.029
H -1.270 -0.936 -0.546  0.098
H 1.322 0.436 0.366  0.101
H 0.675 0.037 2.708  0.080
H -1.115 0.093 1.920  0.057

=====

Entry R
Computed, not measured: 2 unconnected molecules or ions with the total composition C4H6, with wB97M-V/def2-TZVPD.

The value obtained for the gap between HOMO and LUMO is 0.3600 Ha. The value obtained for the LUMO energy is -0.0100 Eh. As for the HOMO energy: -10.1 eV. As for the molecular weight: 54.1 g/mol.

Last column: Löwdin charge in e.
Element x y z (Å)
C 0.837 -0.335 -0.730  -0.115
C -1.729 -0.155 1.827  -0.158
C 1.378 0.527 -1.551  -0.084
C -0.959 0.905 1.766  0.109
H 1.214 -0.682 0.175  0.021
H -0.054 -0.900 -0.964  0.046
H -2.130 -0.332 0.887  0.015
H -1.901 -0.761 2.712  0.056
H 2.392 1.007 -1.580  0.065
H 0.951 0.726 -2.542  0.045

=====

What is the most stable structure shown above? It is entry Q.